No. 1
{
  "formula": "C42H99O26P5S3",
  "method": "ωB97M-V with the def2-TZVPD basis set",
  "charge": 1,
  "multiplicity": 2,
  "orbital_gap_ev": [8.1, 1.8],
  "lumo_energy_ev": [-3.15, -9.48],
  "symbols": ["P", "H", "C", "H", "H", "H", "H", "H", "H", "O", "H", "O", "S", "C", "H", "H", "H", "C", "O", "C", "O", "C", "C", "H", "O", "H", "C", "C", "H", "C", "C", "C", "H", "C", "O", "C", "H", "H", "H", "O", "H", "H", "H", "O", "H", "H", "H", "C", "H", "H", "C", "S", "C", "H", "H", "C", "O", "P", "C", "C", "C", "P", "H", "H", "O", "H", "H", "H", "C", "H", "C", "O", "H", "C", "O", "H", "H", "H", "H", "C", "H", "H", "H", "H", "O", "C", "H", "H", "H", "C", "S", "H", "H", "H", "H", "H", "O", "H", "H", "O", "H", "O", "H", "O", "O", "H", "H", "H", "C", "C", "H", "C", "O", "C", "C", "C", "H", "H", "O", "O", "H", "H", "H", "H", "H", "H", "H", "O", "H", "H", "H", "H", "C", "H", "H", "P", "H", "O", "C", "H", "H", "H", "H", "H", "H", "P", "H", "H", "H", "O", "C", "H", "H", "H", "H", "H", "H", "O", "H", "C", "H", "C", "C", "H", "C", "H", "O", "H", "C", "H", "H", "H", "C", "C", "H"],
  "coordinates": [[6.830, 5.799, 5.916], [7.531, 1.624, -0.312], [-4.897, 2.899, 4.239], [-11.659, 3.460, 4.087], [-4.946, 1.081, -0.071], [-0.384, -0.998, -8.329], [3.379, -0.245, -0.797], [3.629, -3.240, -2.811], [-0.499, -7.239, 0.813], [-5.386, -4.524, 4.281], [-11.760, 3.224, -2.586], [1.014, 0.391, -8.473], [5.891, -0.361, -0.631], [-5.705, 1.076, -0.854], [-4.869, -8.189, 1.667], [5.839, 2.363, 5.301], [-3.343, -1.556, -0.545], [0.014, -7.218, 2.797], [0.264, -2.017, -0.360], [1.613, -1.637, -7.626], [5.780, -0.602, 0.850], [3.723, 0.837, -11.870], [-4.968, -7.034, 3.336], [-11.197, 1.424, -1.115], [-9.574, 2.337, -0.211], [2.876, -7.230, -3.230], [8.017, 3.814, 7.237], [6.730, 1.325, -0.989], [-0.014, -5.687, 1.376], [3.407, -0.946, 2.980], [-3.943, -4.940, 1.976], [6.811, 8.447, 5.466], [-2.975, -4.441, 1.925], [7.681, 3.849, 8.723], [3.405, -0.037, -9.574], [0.661, -0.885, -8.615], [-6.037, -7.015, 1.444], [2.040, 2.287, -4.550], [2.855, -1.044, -11.283], [0.844, -6.054, -1.272], [8.920, 3.257, 6.986], [2.582, -1.989, -7.982], [-5.348, 0.581, -1.757], [-7.619, 1.018, 0.719], [6.480, 2.459, 3.592], [-9.972, 1.334, -2.014], [4.979, -8.112, -2.945], [3.158, -3.928, -0.885], [4.658, -9.207, -1.649], [-2.699, 2.993, 3.975], [4.216, -8.784, -2.551], [-4.322, -5.370, 3.713], [2.224, 1.589, -5.367], [-0.978, -7.176, 3.247], [-3.617, 2.094, 2.734], [-2.287, -0.098, 0.493], [-3.256, 4.378, 1.168], [2.356, 1.129, -9.016], [-6.135, 3.354, 3.366], [-0.209, 1.927, -1.705], [5.454, 2.384, -1.235], [0.381, -0.766, 0.510], [-5.018, 1.880, 4.606], [4.644, 4.224, 5.314], [1.539, -7.007, 1.002], [-6.437, -0.591, 0.097], [-3.029, -6.820, 1.284], [3.191, 3.124, -6.601], [5.655, 2.671, 4.272], [8.503, 4.320, 9.262], [-10.360, 2.089, -1.330], [2.965, -5.107, -0.106], [-11.568, 1.263, 2.641], [6.701, 8.831, 4.017], [3.072, -7.368, -1.061], [4.492, -1.005, -10.950], [0.052, 2.249, -2.713], [2.540, -4.741, -2.788], [-5.915, -7.182, 3.855], [0.606, 0.583, -1.769], [4.204, -4.987, -2.568], [-4.073, -6.171, 0.089], [3.322, 2.426, -1.162], [1.304, 1.008, -5.301], [-9.496, 1.802, 2.225], [4.215, 0.334, -1.188], [-6.508, 2.593, 2.681], [2.255, -3.357, -0.670], [4.104, 0.569, -12.856], [0.238, -6.745, 1.446], [-3.682, 4.599, 2.556], [4.301, 0.312, -2.275], [4.796, 2.051, 4.014], [-5.795, 4.355, 1.454], [0.167, 2.743, -1.087], [2.957, -1.468, 0.877], [7.506, 7.203, 5.355], [0.142, -0.275, -2.256], [-2.918, 0.525, 1.127], [5.621, 5.966, 6.792], [1.541, 2.779, -7.081], [1.042, 0.405, -0.418], [0.342, -8.248, 2.938], [1.267, -0.841, 1.897], [6.216, -1.469, -1.536], [2.806, 1.395, -12.063], [-2.143, 0.281, -0.519], [1.802, -1.085, -6.705], [5.374, 4.141, 4.509], [4.138, 1.768, -0.865], [1.573, 0.807, -2.220], [-6.904, 0.319, -0.281], [-1.043, -0.097, 1.149], [3.607, -0.375, -10.866], [2.436, 2.339, -6.642], [-5.642, 4.595, 2.507], [4.112, 1.719, 0.224], [4.297, -1.563, 3.108], [3.083, 1.425, -7.582], [-9.989, -0.104, 0.547], [-5.798, 5.661, 2.672], [0.555, -6.579, 3.495], [-10.247, 3.945, -2.429], [4.400, 1.553, -11.403], [-4.276, -7.680, 3.877], [4.127, -9.381, -3.459], [-6.969, 3.657, 3.999], [-3.029, -5.341, 4.364], [4.784, 4.569, 3.699], [-3.819, -1.537, 1.133], [5.690, 3.214, -0.569], [7.604, 9.051, 3.448], [-3.620, 2.963, 3.392], [2.266, -8.726, -2.432], [7.403, 9.025, 6.176], [-9.178, 1.125, 0.803], [-11.311, 2.788, 1.838], [2.258, 2.281, -9.948], [-3.951, -6.252, 1.169], [6.132, 8.139, 3.395], [-4.661, 3.498, 5.119], [-4.670, -4.299, 1.478], [-9.865, 3.195, 4.180], [5.433, 2.719, -2.272], [-7.671, 0.140, -1.035], [1.964, -6.311, -0.426], [1.308, -2.611, -7.245], [5.803, 8.405, 5.877], [3.698, 0.079, 2.752], [-3.177, 5.641, 3.439], [-2.955, -1.486, 0.471], [6.144, 9.763, 3.922], [-1.292, 1.810, -1.719], [-10.942, 1.990, 4.719], [7.159, 3.230, 6.905], [3.837, -3.273, -0.338], [7.234, 1.245, -1.952], [8.174, 5.155, 6.564], [-11.452, 4.085, -1.119], [-10.989, 3.408, -1.837], [2.808, -0.792, 3.878], [2.958, -7.886, -2.363], [-10.837, 2.757, 3.952], [7.705, 2.816, 9.069], [-5.054, -7.140, 1.899], [-2.338, -2.312, 0.825], [6.601, 4.900, 4.640], [2.458, -2.657, 2.069], [3.430, -4.235, -2.413], [0.868, -1.417, -9.544], [3.014, 0.858, -5.193], [6.762, 4.368, 8.998], [-10.864, 2.090, 2.547], [2.516, -1.588, 1.866], [-5.983, 2.117, -1.018]],
  "lowdin_charge": [0.48, 0.09, -0.17, 0.08, 0.05, 0.12, 0.07, 0.07, 0.11, -0.35, 0.08, -0.18, 0.77, -0.05, 0.12, 0.06, 0.08, -0.08, -0.26, -0.07, -0.37, -0.08, -0.25, 0.10, -0.19, 0.11, -0.22, -0.13, 0.12, -0.06, -0.23, -0.26, 0.08, -0.08, -0.18, -0.29, 0.12, 0.06, 0.11, -0.20, 0.12, 0.07, 0.09, -0.18, 0.09, 0.12, 0.06, -0.23, 0.08, 0.13, -0.08, 0.71, -0.09, 0.07, 0.11, -0.29, -0.17, 0.57, -0.10, -0.05, -0.17, 0.62, 0.14, 0.11, -0.15, 0.12, 0.09, 0.12, -0.06, 0.07, -0.31, -0.19, 0.12, -0.09, -0.19, 0.12, 0.06, 0.06, 0.11, -0.23, 0.08, 0.12, 0.12, 0.07, -0.19, -0.24, 0.11, 0.08, 0.07, -0.36, 0.87, 0.10, 0.07, 0.10, 0.08, 0.07, -0.20, 0.12, 0.08, -0.26, 0.12, -0.25, 0.09, -0.19, -0.35, 0.06, 0.09, 0.06, -0.28, -0.28, 0.09, -0.25, -0.21, -0.31, -0.24, -0.03, 0.11, 0.08, -0.21, -0.23, 0.12, 0.09, 0.07, 0.07, 0.11, 0.07, 0.13, -0.33, 0.11, 0.06, 0.10, 0.08, -0.16, 0.11, 0.13, 0.44, 0.11, -0.23, -0.17, 0.08, 0.13, 0.10, 0.06, 0.11, 0.12, 0.47, 0.07, 0.11, 0.05, -0.21, -0.06, 0.07, 0.06, 0.07, 0.09, 0.10, 0.08, -0.19, 0.08, -0.06, 0.08, -0.29, -0.06, 0.08, -0.24, 0.07, -0.16, 0.12, -0.03, 0.12, 0.09, 0.08, -0.24, -0.23, 0.08]
}

No. 2
{
  "formula": "C21H17FN2O3",
  "method": "ωB97M-V with the def2-TZVPD basis set",
  "charge": 0,
  "orbital_gap_ev": 7.0,
  "lumo_energy_ev": -0.89,
  "symbols": ["C", "C", "H", "C", "H", "C", "O", "O", "H", "C", "H", "H", "O", "C", "C", "C", "H", "C", "H", "H", "N", "F", "C", "C", "H", "C", "C", "C", "H", "C", "H", "C", "H", "C", "H", "C", "C", "H", "H", "N", "C", "C", "H", "H"],
  "coordinates": [[2.436, 3.558, 1.665], [-4.518, -0.345, -0.166], [0.903, 3.939, -1.833], [1.170, 2.728, -0.088], [4.243, -4.391, 1.483], [-1.149, -1.029, -1.259], [-4.892, -1.291, 0.537], [-1.523, -1.907, -1.955], [1.348, 0.135, 0.344], [2.186, 4.859, -0.549], [0.313, -2.928, -0.875], [-5.970, -1.859, 2.251], [-0.601, 1.844, -1.666], [-5.236, 0.792, 0.640], [2.207, -2.106, -0.162], [-6.007, 0.202, 1.832], [-1.953, 0.585, -0.304], [1.666, 2.467, 1.146], [5.238, -0.288, -0.565], [-3.771, 0.730, -1.791], [0.598, 0.327, -0.180], [1.810, -3.976, 0.735], [0.898, -2.126, -0.641], [2.774, -3.065, 0.413], [1.388, 1.697, 1.829], [0.027, -0.891, -0.613], [1.369, 3.851, -0.603], [3.205, -0.968, -0.469], [2.884, -0.186, -0.968], [4.847, -2.339, 0.556], [2.224, 5.860, -0.882], [0.296, 1.737, -0.764], [3.410, 5.469, 1.437], [4.397, -1.126, 0.070], [5.995, -2.417, 0.981], [-3.549, -0.246, -1.198], [-5.689, -0.987, 1.518], [-6.602, 1.056, 2.375], [2.748, 3.623, 2.893], [-2.067, -0.107, -0.745], [3.936, -3.275, 1.045], [2.756, 4.951, 0.926], [-5.243, 2.005, 0.193], [-3.709, -1.325, -1.845]],
  "nbo_charge": [-0.22, 0.25, 0.22, -0.24, 0.26, 0.60, -0.38, -0.58, 0.39, -0.20, 0.24, 0.18, -0.56, -0.34, -0.16, -0.35, 0.35, -0.19, 0.21, 0.24, -0.65, -0.35, -0.14, 0.36, 0.24, 0.10, -0.14, -0.16, 0.21, -0.19, 0.24, 0.71, 0.19, -0.23, 0.23, -0.31, 0.09, 0.29, 0.22, -0.55, -0.24, -0.12, 0.21, 0.27]
}

No. 3
{
  "formula": "C6H10",
  "method": "ωB97M-V with the def2-TZVPD basis set",
  "charge": 0,
  "smiles": "CC1CC=CC1",
  "orbital_gap_ev": 10.1,
  "lumo_energy_ev": 1.19,
  "symbols": ["H", "H", "H", "C", "H", "H", "H", "H", "C", "C", "H", "H", "C", "C", "C", "H"],
  "coordinates": [[-1.006, -1.971, -0.513], [1.236, -0.706, 2.123], [0.762, 0.811, 1.609], [-0.697, -0.946, -0.770], [-1.267, -0.679, -1.673], [-0.787, 1.591, -1.135], [-1.664, -0.235, 1.086], [-0.008, 1.996, 0.375], [0.756, -0.193, 1.241], [0.783, -0.867, -1.027], [2.606, -0.745, 0.016], [-1.760, 2.029, 0.266], [-0.819, -0.012, 0.432], [1.533, -0.569, 0.032], [-0.867, 1.471, -0.045], [1.198, -0.977, -2.017]],
  "nbo_charge": [0.22, 0.22, 0.20, -0.46, 0.21, 0.21, 0.21, 0.21, -0.46, -0.19, 0.21, 0.21, -0.16, -0.21, -0.63, 0.20]
}

The records above yield calculated total energy values of -177339.07116, -33875.98441, -6382.21393 eV, respectively.